(1)
Entry from OMol25: a molecular structure, C7H5CrNO4S in a non-equilibrium geometry (the ωB97M-V functional and the def2-TZVPD basis).

Computed properties:
Kohn-Sham gap (spin up / spin down) = 9.5 / 6.6 eV
2S+1 = 5
charge = +2
F_max = 10.5 eV Å⁻¹
HOMO level (spin up / spin down) = -17.8 / -17.8 eV
LUMO (spin up / spin down) = -8.328 / -11.179 eV
<S²> = 6.0318
E = -56255.8215 eV

Geometry as XYZ:
```
19
Properties=species:S:1:pos:R:3:forces:R:3
Cr -0.789 -0.864 -0.004 0.985 2.222 -0.649
C -0.071 -1.971 1.318 4.866 -5.579 7.468
O 0.521 -2.553 2.143 -3.109 2.920 -4.243
C -2.342 -1.863 -0.448 -7.337 -4.006 -2.150
O -3.330 -2.408 -0.728 4.724 2.476 1.355
C 0.114 -1.538 -1.507 4.220 -2.402 -7.292
O 0.741 -1.827 -2.439 -2.730 1.002 4.112
C -1.853 0.357 0.962 -4.749 6.278 4.343
O -2.432 1.158 1.574 2.674 -3.787 -2.771
H -1.589 1.038 -2.040 -0.368 -0.239 -0.053
H -2.172 0.556 -2.097 0.320 0.327 -0.044
S 2.600 2.041 -0.623 -1.135 -0.600 1.146
C 2.298 1.860 1.091 -0.498 -0.692 -0.145
C 1.308 0.945 1.351 0.514 0.455 -1.347
N 0.743 0.417 0.156 1.079 1.215 -0.125
C 1.334 0.951 -0.934 0.535 0.174 1.034
H 2.861 2.408 1.835 0.040 -0.040 -0.171
H 0.970 0.613 2.335 0.076 0.189 -0.444
H 1.088 0.681 -1.948 -0.107 0.087 -0.025
```
Forces are in eV/Å.

(2)
Entry from OMol25: a molecular structure, C7H5F6N4O4RhS3 in a non-equilibrium geometry (the ωB97M-V functional and the def2-TZVPD basis).

Computed properties:
Kohn-Sham gap (spin up / spin down) = 6.3 / 6.3 eV
charge = +2
F_max = 3.5 eV Å⁻¹
HOMO level (spin up / spin down) = -16.6 / -16.6 eV
LUMO (spin up / spin down) = -10.305 / -10.306 eV
E = -73288.1069 eV

Geometry as XYZ:
```
30
Properties=species:S:1:pos:R:3:forces:R:3
Rh 0.382 -0.171 -0.422 -2.370 -2.270 -1.099
F -2.515 0.477 2.238 -0.287 0.188 -0.178
C -2.169 -0.223 3.311 0.569 -0.261 -0.535
F -3.184 -0.924 3.734 0.060 -0.254 0.128
F -1.719 0.584 4.236 0.214 -0.065 0.201
S -0.744 -1.345 2.668 -2.093 -0.281 0.064
O -0.071 -0.410 1.764 2.125 2.006 -1.777
O 0.008 -1.895 3.716 0.321 -0.234 0.452
N -1.583 -2.369 1.778 0.414 -0.909 -1.076
S -1.144 -2.470 0.264 -2.007 -0.429 2.627
O 0.270 -2.642 0.064 2.021 0.623 -0.899
O -1.622 -1.309 -0.489 0.050 1.718 -0.959
C -2.029 -3.968 -0.503 -0.136 -0.072 -0.019
F -1.302 -5.045 -0.338 0.154 0.243 0.199
F -3.230 -4.134 -0.021 0.082 0.267 0.188
F -2.090 -3.660 -1.793 0.057 0.031 -0.105
S -0.374 2.088 -0.929 0.871 -1.250 0.380
C -0.662 1.472 -2.506 -0.066 0.062 0.137
N -1.179 2.209 -3.517 0.152 -0.066 0.630
C -1.422 1.660 -4.719 -0.035 -0.698 -0.526
C -1.164 0.320 -4.914 0.059 0.138 0.371
C -0.633 -0.411 -3.838 -0.205 -0.126 -0.685
N -0.372 0.176 -2.689 0.974 0.656 1.846
H -1.394 3.191 -3.337 0.022 -0.130 -0.138
H -1.824 2.296 -5.500 0.021 0.061 0.140
H -1.364 -0.153 -5.863 -0.013 -0.001 -0.029
H -0.426 -1.473 -3.909 0.048 0.047 -0.063
N 3.481 -0.448 -0.019 -0.943 0.031 -0.982
C 2.450 -0.298 -0.506 -0.310 1.041 1.701
H 4.397 -0.604 0.366 0.254 -0.066 0.007
```
Forces are in eV/Å.

(3)
Entry from OMol25: a single C7H5N5 molecule in a non-equilibrium geometry (the ωB97M-V functional and the def2-TZVPD basis).

Computed properties:
Kohn-Sham gap = 9.3 eV
F_max = 2.6 eV Å⁻¹
HOMO level = -8.7 eV
LUMO = 0.592 eV
SMILES = N#Cc1c[nH]c(-c2ncc[nH]2)n1
E = -14790.4832 eV

Geometry as XYZ:
```
17
Properties=species:S:1:pos:R:3:forces:R:3
N 0.226 2.571 -4.311 -0.717 -1.532 1.960
C -0.051 1.967 -3.346 1.167 1.526 -1.546
N -0.551 -1.079 1.833 1.086 0.624 -0.282
N 0.512 0.735 -1.222 -0.809 -0.432 -0.240
C 0.195 -0.540 0.877 1.462 -1.626 0.895
C -0.241 0.330 -0.210 -0.101 0.549 -1.006
C 0.341 -1.819 2.593 -1.330 -0.242 0.591
C -0.376 1.377 -2.078 0.213 0.378 0.202
C 1.597 -1.814 2.102 0.246 0.171 -0.070
C -1.632 1.473 -1.543 0.423 -0.768 0.332
N 1.521 -1.014 0.993 -0.420 1.075 -1.203
N -1.533 0.766 -0.361 -0.663 -0.104 0.684
H 0.026 -2.333 3.487 -0.174 0.027 -0.062
H 2.491 -2.281 2.542 -0.518 0.448 -0.760
H -2.506 1.964 -1.966 0.186 -0.378 0.500
H 2.256 -0.861 0.294 -0.605 0.083 0.567
H -2.276 0.559 0.316 0.556 0.200 -0.561
```
Forces are in eV/Å.

(4)
Entry from OMol25: a single C7H5NO3S molecule in a non-equilibrium geometry (the ωB97M-V functional and the def2-TZVPD basis).

Computed properties:
Kohn-Sham gap = 8.7 eV
F_max = 3.1 eV Å⁻¹
HOMO level = -8.9 eV
LUMO = -0.171 eV
E = -25803.4613 eV

Geometry as XYZ:
```
17
Properties=species:S:1:pos:R:3:forces:R:3
C 2.137 -0.560 -0.085 -1.349 -0.697 1.313
C 2.254 0.639 0.648 -2.096 -0.214 -2.289
C 0.843 -0.994 -0.424 -0.937 -0.296 -1.513
C 1.236 1.576 0.643 -1.309 0.803 -0.213
C -0.182 -0.026 -0.458 -0.442 -0.075 0.635
C 0.041 1.277 -0.009 -0.746 -1.269 0.543
C -1.677 -0.283 -0.715 0.698 2.238 -0.208
N -2.217 -1.299 0.248 -0.953 0.271 -0.327
O -2.045 -2.421 -0.173 0.004 -0.639 0.620
O -2.806 -0.958 1.259 0.829 -0.409 -0.803
O -1.060 2.092 0.069 -0.099 0.182 -0.244
S -2.479 1.388 -0.623 2.085 -0.781 0.552
H 2.913 -1.302 -0.152 0.414 0.144 0.179
H 3.089 0.944 1.138 2.697 0.343 1.186
H 0.543 -2.064 -0.766 1.003 1.991 0.623
H 1.197 2.550 1.149 0.738 -0.535 -0.014
H -1.788 -0.561 -1.747 -0.536 -1.056 -0.040
```
Forces are in eV/Å.

(5)
Entry from OMol25: a molecular structure, C7H6 in a non-equilibrium geometry (the ωB97M-V functional and the def2-TZVPD basis).

Computed properties:
Kohn-Sham gap (spin up / spin down) = 7.0 / 8.2 eV
F_max = 2.8 eV Å⁻¹
HOMO level (spin up / spin down) = -7.9 / -8.7 eV
LUMO (spin up / spin down) = -0.958 / -0.529 eV
E = -7347.5960 eV

Geometry as XYZ:
```
13
Properties=species:S:1:pos:R:3:forces:R:3
C -0.335 -0.520 -2.018 -0.029 -0.055 0.600
C -1.479 -0.072 -1.717 -0.827 0.171 0.043
C 1.067 -0.637 -1.626 -0.646 -0.771 -2.001
C 1.208 0.034 -0.501 0.641 -1.474 -0.006
C -1.192 -0.143 -0.325 2.218 0.983 -1.447
C 0.094 0.609 0.224 -1.281 -0.022 1.618
C 0.031 0.387 1.745 2.001 -0.128 1.075
H 1.592 -1.310 -2.299 1.058 0.658 0.623
H -1.355 -1.105 0.135 -0.573 -0.052 0.743
H 0.230 1.673 0.042 -0.853 0.346 -0.172
H 1.000 0.814 2.278 -1.919 -1.110 -1.125
H -0.060 -0.765 1.964 -0.023 2.420 -0.098
H -0.800 1.035 2.097 0.233 -0.966 0.146
```
Forces are in eV/Å.

(6)
Entry from OMol25: 2 unconnected molecules or ions with the total composition C7H6 in a non-equilibrium geometry (the ωB97M-V functional and the def2-TZVPD basis).

Computed properties:
Kohn-Sham gap = 9.8 eV
F_max = 2.3 eV Å⁻¹
HOMO level = -9.0 eV
LUMO = 0.776 eV
SMILES = C#CC#C.C#CC
E = -7349.1823 eV

Geometry as XYZ:
```
13
Properties=species:S:1:pos:R:3:forces:R:3
C -1.340 1.215 -1.332 -1.555 0.578 0.500
C 2.342 -2.153 1.133 -0.189 0.418 1.015
C -0.777 0.776 -0.050 1.098 0.764 -0.167
C 2.305 -1.143 0.480 -0.365 -0.519 -0.702
C -0.119 0.646 0.962 -1.925 -1.157 0.266
C 2.051 -0.129 -0.410 1.267 0.841 -0.597
C 1.948 0.860 -1.096 0.041 -1.188 0.539
H -0.961 2.155 -1.777 -0.261 0.014 1.056
H 2.233 -2.759 2.007 0.288 -0.349 -0.373
H 0.112 0.091 1.865 0.320 0.798 -0.399
H 1.494 1.673 -1.579 0.138 0.590 -0.488
H -1.306 0.604 -2.202 0.628 -1.534 -0.273
H -2.435 1.236 -1.133 0.515 0.745 -0.377
```
Forces are in eV/Å.

Please write out number 6 again, unchanged.
Entry from OMol25: 2 unconnected molecules or ions with the total composition C7H6 in a non-equilibrium geometry (the ωB97M-V functional and the def2-TZVPD basis).

Computed properties:
Kohn-Sham gap = 9.8 eV
F_max = 2.3 eV Å⁻¹
HOMO level = -9.0 eV
LUMO = 0.776 eV
SMILES = C#CC#C.C#CC
E = -7349.1823 eV

Geometry as XYZ:
```
13
Properties=species:S:1:pos:R:3:forces:R:3
C -1.340 1.215 -1.332 -1.555 0.578 0.500
C 2.342 -2.153 1.133 -0.189 0.418 1.015
C -0.777 0.776 -0.050 1.098 0.764 -0.167
C 2.305 -1.143 0.480 -0.365 -0.519 -0.702
C -0.119 0.646 0.962 -1.925 -1.157 0.266
C 2.051 -0.129 -0.410 1.267 0.841 -0.597
C 1.948 0.860 -1.096 0.041 -1.188 0.539
H -0.961 2.155 -1.777 -0.261 0.014 1.056
H 2.233 -2.759 2.007 0.288 -0.349 -0.373
H 0.112 0.091 1.865 0.320 0.798 -0.399
H 1.494 1.673 -1.579 0.138 0.590 -0.488
H -1.306 0.604 -2.202 0.628 -1.534 -0.273
H -2.435 1.236 -1.133 0.515 0.745 -0.377
```
Forces are in eV/Å.